C28H29AsFOSSiTa as an isolated structure. Source: the OMol25 dataset; level of theory: the ωB97M-V functional and the def2-TZVPD basis.

The value obtained for the calculated total energy is -115362.7920 eV. The calculation puts the relative energy (zero: lowest compared OMol25 entry of this formula, charge and spin) at 0.00 kJ/mol. For the frontier orbital gap, the calculation gives 6.97 eV. As for the total charge: +2.

Cartesian coordinates (Å):
Ta: 0.4868 1.2826 0.1104
S: -1.6272 2.0729 0.6126
C: -2.6117 0.5782 0.4807
C: -3.7273 0.5062 1.3082
C: -4.6300 -0.5359 1.1684
C: -4.4361 -1.5089 0.1957
C: -3.3165 -1.4543 -0.6185
C: -2.3938 -0.4222 -0.4778
As: -0.7785 -0.4047 -1.5262
C: 0.1107 -2.0988 -1.3382
C: 1.3514 -2.2129 -1.9668
C: 2.0795 -3.3845 -1.8347
C: 1.5721 -4.4320 -1.0754
C: 0.3417 -4.3093 -0.4448
C: -0.3947 -3.1388 -0.5688
C: -1.1479 -0.0925 -3.3771
C: -0.9230 -1.0993 -4.3061
C: -1.2283 -0.8607 -5.6376
C: -1.7503 0.3679 -6.0227
C: -1.9753 1.3658 -5.0824
C: -1.6731 1.1403 -3.7493
H: -3.9017 1.2786 2.0459
H: -5.4991 -0.5759 1.8107
H: -5.1590 -2.3028 0.0681
H: -3.1639 -2.2082 -1.3821
H: 1.7365 -1.4005 -2.5751
H: 3.0360 -3.4833 -2.3298
H: 2.1375 -5.3491 -0.9794
H: -0.0523 -5.1288 0.1414
H: -1.3479 -3.0473 -0.0662
H: -0.5244 -2.0575 -3.9978
H: -1.0636 -1.6369 -6.3722
H: -1.9879 0.5484 -7.0621
H: -2.3891 2.3172 -5.3876
H: -1.8608 1.9122 -3.0105
F: 1.5555 4.8222 4.3633
C: 1.6311 4.3232 3.1410
C: 2.7924 3.6232 2.7847
C: 2.8791 3.0621 1.5412
C: 1.8435 3.2556 0.5950
C: 1.8752 2.6260 -0.7423
C: 0.7162 4.0089 0.9751
C: 0.5888 4.5163 2.2676
H: 3.5903 3.5291 3.5099
H: 3.7589 2.4986 1.2556
H: 2.8188 2.4420 -1.2410
H: 1.1965 3.1720 -1.4221
H: -0.0079 4.3042 0.2239
H: -0.2671 5.1045 2.5675
C: 3.2269 -1.3212 2.6033
Si: 1.5131 -0.6642 2.8175
C: 1.3159 0.6412 4.1170
C: 0.1846 -1.9533 2.8960
O: 1.1991 0.1476 1.3146
H: 3.5375 -1.8673 3.4971
H: 3.9494 -0.5186 2.4437
H: 3.2792 -2.0096 1.7580
H: 1.2332 0.1556 5.0921
H: 0.4106 1.2338 3.9657
H: 2.1756 1.3104 4.1558
H: 0.0728 -2.3141 3.9207
H: 0.4241 -2.8069 2.2604
H: -0.7820 -1.5471 2.5860